A cluster of 5 separate species, C39H82O19S2 in total. Source: OMol25; level of theory: ωB97M-V/def2-TZVPD.

Values from the calculation:
F_max   2.76 eV Å⁻¹
Frontier orbital gap   9.06 eV
E_LUMO   0.212 eV
Energy relative to the best compared isomer or geometry (same formula, charge and spin)   0.000 eV
E_tot   -102334.025 eV

The geometry in XYZ format:
```
142
C39H82O19S2 | OMol25 | ωB97M-V/def2-TZVPD
C 6.26150 -0.47518 1.41479
C 5.28028 -0.16337 0.81435
C 4.12392 0.03368 -0.06201
O 3.79023 1.44389 -0.13144
S 2.85400 2.01658 1.00878
O 2.55286 3.37058 0.64236
O 3.40685 1.88311 2.32132
C 1.34590 1.07742 0.87720
C 1.57101 -0.21399 0.04898
O 1.43552 -0.00728 -1.33768
C 0.10273 0.18762 -1.76199
C -0.69947 -1.10632 -1.87092
O -1.80971 -0.89060 -2.72879
C -3.03567 -0.73888 -2.04934
C -3.69234 -2.06139 -1.67969
C 2.92272 -0.86828 0.35025
S 2.96993 -1.34242 2.12887
C 3.06214 -2.19335 -0.44721
O 1.80075 -2.81057 -0.58364
C 1.76685 -3.82450 -1.57336
C 2.13001 -5.19647 -1.02166
O 1.03316 -5.82768 -0.40309
C 0.83941 -5.44723 0.95639
C 0.08550 -6.54362 1.70012
H 7.08945 -0.75073 2.02534
H 4.44411 -0.23106 -1.06454
H 0.61733 1.75022 0.44066
H 1.02069 0.78033 1.86748
H 0.83257 -0.94187 0.38816
H 0.15119 0.62334 -2.75814
H -0.45173 0.89962 -1.14393
H -1.07868 -1.38730 -0.88502
H -0.09667 -1.91299 -2.27452
H -2.92333 -0.14528 -1.13433
H -3.72193 -0.17873 -2.68266
H -4.76143 -1.92171 -1.52346
H -3.28435 -2.49541 -0.76773
H -3.59297 -2.78987 -2.48281
H 1.94779 -2.21355 2.06748
H 3.52176 -2.03946 -1.42682
H 3.70032 -2.84412 0.15465
H 2.41782 -3.60023 -2.42554
H 0.74516 -3.85926 -1.94836
H 2.98555 -5.11652 -0.34456
H 2.42293 -5.81995 -1.86767
H 1.81040 -5.29823 1.43751
H 0.29486 -4.49952 0.97309
H 0.80741 -7.18555 2.19729
H -0.54775 -6.06104 2.44138
H -0.51824 -7.12525 1.01044
C 1.86225 5.62584 2.40960
O 0.96288 6.67373 2.72785
C 1.47579 7.56122 3.70259
C 0.87554 8.94094 3.54967
O 1.42489 9.69918 2.48152
C 1.06384 9.33035 1.15924
C -0.34938 9.70725 0.77313
O -1.29327 8.80890 1.33385
C -2.54270 9.41180 1.57604
H 2.02813 4.97655 3.27724
H 1.42681 5.04722 1.60876
H 2.82202 6.02818 2.06662
H 2.56676 7.63303 3.61979
H 1.22040 7.17006 4.69807
H 1.12306 9.50753 4.45052
H -0.21293 8.89146 3.48382
H 1.25526 8.27228 0.97318
H 1.73562 9.90404 0.51623
H -0.44280 9.66500 -0.32079
H -0.55042 10.73237 1.10533
H -2.43959 10.27685 2.24186
H -3.17648 8.67363 2.06421
H -3.01972 9.72726 0.64056
C -0.73780 -4.38082 5.27112
O -1.88619 -5.06264 5.71671
C -1.75078 -5.56511 7.03627
C -3.09784 -5.67702 7.71369
O -3.62302 -4.44236 8.17659
C -4.12293 -3.53166 7.20917
C -5.44722 -3.93562 6.60075
O -5.27302 -4.95287 5.62771
C -6.39760 -5.79450 5.50970
H 0.11562 -5.06510 5.19054
H -0.95775 -3.96670 4.28791
H -0.48425 -3.55451 5.94551
H -1.10159 -4.91205 7.63086
H -1.29555 -6.56338 6.98012
H -2.95938 -6.27703 8.61586
H -3.81419 -6.20182 7.07904
H -3.38178 -3.32350 6.43558
H -4.29102 -2.60386 7.76074
H -5.89475 -3.06131 6.10867
H -6.11948 -4.27491 7.39700
H -6.64038 -6.26277 6.47070
H -6.15013 -6.57788 4.79589
H -7.27003 -5.24169 5.14296
C -9.63330 -1.73473 -6.50038
O -8.28264 -2.13583 -6.53019
C -7.47080 -1.39809 -5.63280
C -6.27475 -2.20997 -5.18888
O -6.56606 -3.19268 -4.20514
C -7.27937 -4.34808 -4.62229
C -6.46547 -5.31457 -5.45352
O -6.33090 -4.85408 -6.78775
C -5.13833 -5.29096 -7.39908
H -9.74852 -0.70381 -6.85444
H -10.18996 -2.39999 -7.15743
H -10.04578 -1.81885 -5.48800
H -8.04907 -1.09746 -4.75113
H -7.11625 -0.49580 -6.14984
H -5.57846 -1.52403 -4.69976
H -5.75464 -2.64544 -6.04360
H -8.21092 -4.08239 -5.12435
H -7.54261 -4.86254 -3.69510
H -6.97846 -6.28579 -5.47440
H -5.48080 -5.44555 -4.99000
H -4.26169 -4.96950 -6.82448
H -5.08914 -4.83810 -8.38744
H -5.12401 -6.38164 -7.50630
C 10.67831 5.26569 -3.08805
O 9.42237 4.63457 -3.18146
C 9.52332 3.22887 -3.32828
C 8.29715 2.53487 -2.77810
O 8.26432 2.44007 -1.36283
C 7.98814 3.62654 -0.62911
C 6.54573 4.07311 -0.69547
O 6.26299 4.70818 -1.93241
C 4.91625 4.54655 -2.32315
H 11.24770 5.15561 -4.01849
H 10.50333 6.32351 -2.90202
H 11.26234 4.85708 -2.25489
H 10.41271 2.85181 -2.80970
H 9.61233 2.99941 -4.39942
H 8.32728 1.49945 -3.12678
H 7.38244 2.98537 -3.16829
H 8.66585 4.43488 -0.90865
H 8.19798 3.36721 0.41114
H 6.35149 4.79518 0.10887
H 5.89336 3.20457 -0.55328
H 4.65387 3.48447 -2.39744
H 4.80121 5.00230 -3.30529
H 4.23627 5.03733 -1.61851
```

***

A structure of composition C8H12P2. Source: OMol25; level of theory: ωB97M-V/def2-TZVPD.

Values from the calculation:
F_max   3.48 eV Å⁻¹
Frontier orbital gap   8.08 eV
E_LUMO   0.204 eV
Energy relative to the best compared isomer or geometry (same formula, charge and spin)   1.560 eV
E_tot   -27064.125 eV

The geometry in XYZ format:
```
22
C8H12P2 | OMol25 | ωB97M-V/def2-TZVPD
C -0.46157 0.19673 1.62278
C 0.83400 -0.15423 1.43879
C -0.74213 0.38350 0.18433
C 0.71826 -0.03885 0.00476
C -1.50090 0.30838 2.70363
C 1.93749 -0.63511 2.33743
C -1.75606 0.80059 -2.40484
C 1.16604 -0.44177 -2.76082
P -2.14613 0.72748 -0.60339
P 1.87810 -0.72023 -1.02122
H -1.20800 -0.46366 3.37347
H -2.43086 0.15341 2.19931
H -1.42843 1.29448 3.11035
H 1.87011 -0.42639 3.37657
H 2.89747 -0.18308 1.94363
H 2.22490 -1.65708 2.13058
H -0.61143 1.03037 -2.50768
H -1.95696 -0.20220 -2.94593
H -2.22824 1.66110 -2.80124
H 1.15607 0.50894 -3.34734
H 1.65375 -1.16675 -3.40812
H 0.13453 -0.97562 -2.62505
```

***

A cluster of 12 separate species, C23H53N12O21 in total. Source: OMol25; level of theory: ωB97M-V/def2-TZVPD.

Values from the calculation:
F_max   14.16 eV Å⁻¹
Frontier orbital gap   5.11 eV
E_LUMO   -5.208 eV
Total charge   +1
E_tot   -85541.440 eV

The geometry in XYZ format:
```
109
C23H53N12O21 | OMol25 | ωB97M-V/def2-TZVPD
C -0.76314 3.31093 -0.44145
C -0.35901 2.23633 0.55207
C -1.09962 2.35937 1.92007
C -0.99432 1.01420 2.69817
C -1.47191 -0.14790 1.90356
C -0.70615 -0.42438 0.64716
N -0.58534 0.91457 -0.09904
O -0.43789 0.81504 -1.37190
C -1.31328 -1.51040 -0.28457
C 0.73481 -0.79780 0.96561
C 1.15445 2.47516 0.86734
H 0.07771 3.26420 -1.25877
H -0.85552 4.21866 -0.16511
H -1.82580 3.25541 -0.76759
H -2.15846 2.52333 1.68779
H -0.61742 3.29628 2.42432
H -1.48848 1.22729 3.77450
H 0.03511 0.94953 3.04831
H -2.49786 0.02660 1.66099
H -1.51078 -0.91372 2.63794
H -2.12009 -1.35739 -1.02697
H -1.21028 -2.46610 0.18507
H -0.59538 -1.81302 -0.99399
H 1.45017 -0.25859 1.71251
H 1.34405 -0.98642 0.13308
H 0.48441 -1.76947 1.41974
H 1.69622 2.22602 -0.02121
H 1.50235 1.88371 1.71026
H 1.45769 3.52136 0.79848
N 1.77063 -3.07235 -2.61841
C 0.75487 -3.97688 -2.04792
C 1.08971 -4.15342 -0.67303
C 2.52941 -3.45428 -0.51806
C 2.83050 -2.73208 -1.79392
H 1.76192 -2.62763 -3.44882
H -0.15824 -4.32736 -2.74362
H 0.55837 -4.75808 0.01418
H 2.95383 -3.45829 0.46350
H 3.65837 -2.36740 -2.24902
C -0.40617 7.56073 0.61811
N -0.06151 6.82208 1.82343
O -0.63163 6.96859 2.95159
O 1.04471 6.22997 1.80257
H -0.49399 6.97326 -0.20175
H 0.57888 8.17690 0.49038
H -1.22362 8.04718 0.76175
C -2.79513 -5.63640 -3.25352
N -2.64658 -4.65216 -2.13936
O -2.64569 -5.20569 -1.05814
O -2.89291 -3.44183 -2.38217
H -2.38342 -6.56198 -3.00952
H -2.03421 -5.41643 -4.02296
H -3.79199 -5.48513 -3.47650
C -1.69001 -4.30914 4.20691
N -0.55159 -3.63380 4.90746
O 0.35193 -4.19421 5.46591
O -0.52770 -2.47326 4.54956
H -1.55160 -5.26744 4.34176
H -1.67963 -4.06154 3.17503
H -2.43446 -4.05304 4.83884
C 3.86125 5.72717 -0.33598
N 2.54356 6.17240 -0.98299
O 1.72932 5.36448 -1.15372
O 2.47861 7.33622 -1.24159
H 4.06431 4.64671 -0.52348
H 3.32642 5.62367 0.62104
H 4.76627 6.39029 -0.45127
C 5.36350 0.65666 -1.13978
N 4.71096 -0.18144 -0.00571
O 5.15907 -1.30918 0.05832
O 3.78049 0.37131 0.63305
H 6.30046 0.20438 -1.58757
H 5.46362 1.49840 -0.63149
H 4.74736 0.64048 -1.97447
C -1.56161 -0.61736 -4.51857
N -1.45964 -1.96493 -5.10231
O -0.86151 -2.83859 -4.57955
O -2.10440 -2.24249 -6.14570
H -0.49585 -0.27047 -4.47011
H -2.20031 -0.87098 -3.71260
H -2.04630 -0.09152 -5.14749
C 5.21242 -3.19433 3.04566
N 4.16232 -2.37243 3.78819
O 4.52552 -1.87766 4.80676
O 3.14009 -2.03805 3.22928
H 5.52379 -3.91283 3.96867
H 6.08767 -2.55835 2.83117
H 4.78035 -3.58969 2.13753
C -6.12481 -3.30180 3.27436
N -5.29785 -2.24690 2.52111
O -4.05217 -2.48577 2.45659
O -5.93546 -1.32238 2.16363
H -7.04364 -3.23444 2.78536
H -6.27107 -2.94123 4.22413
H -5.71978 -4.33538 2.97745
C 2.34140 3.57134 -3.95092
N 3.37813 2.71200 -3.46904
O 3.64381 2.90202 -2.24526
O 4.11431 2.13847 -4.27776
H 2.77719 4.19185 -4.59435
H 1.75642 4.14060 -3.07508
H 1.78843 3.00878 -4.67997
C -5.82225 0.20308 -0.78946
N -4.64295 1.11120 -0.45189
O -3.97509 1.35548 -1.47936
O -4.41508 1.27794 0.60249
H -6.54359 0.53126 -0.15686
H -5.43140 -0.73311 -0.60310
H -6.13158 0.22346 -1.73800
```

***

A structure of composition C12H13ClO2Pd. Source: OMol25; level of theory: ωB97M-V/def2-TZVPD.

Values from the calculation:
F_max   4.13 eV Å⁻¹
Frontier orbital gap (alpha / beta)   7.96 / 4.61 eV
Multiplicity   5
E_LUMO (alpha / beta)   0.129 / -3.104 eV
E_tot   -32745.802 eV

The geometry in XYZ format:
```
29
C12H13ClO2Pd | OMol25 | ωB97M-V/def2-TZVPD
C 1.79249 2.39716 0.22266
C 2.11122 1.50978 -0.88793
C 2.36703 0.24477 -0.38045
H 2.13139 1.83780 -1.92884
C 2.18259 0.22766 1.01909
C 1.85697 1.56057 1.45542
H 1.84112 2.00472 2.46160
H 1.74306 3.49974 0.23559
H 2.70662 -0.59122 -0.96753
H 2.28029 -0.62905 1.68130
Pd -0.08944 1.94405 0.88827
Cl -0.90913 2.28580 -1.27649
C -1.60966 -1.28644 -1.87904
C -0.86666 -2.27446 -1.12473
C 0.44244 -2.31141 -1.68245
H -1.22143 -2.81518 -0.25519
C 0.49748 -1.39896 -2.78698
C -0.78357 -0.81259 -2.93233
H -1.07193 -0.07939 -3.68801
H -2.61333 -0.92560 -1.62883
H 1.23942 -3.00712 -1.39756
H 1.36390 -1.24678 -3.44239
C -2.61072 -0.12318 3.11792
C -1.69848 0.09930 1.93421
O -2.14914 0.65042 0.87421
O -0.47978 -0.22908 2.11409
H -3.60891 0.23854 2.93387
H -2.20571 0.40936 3.97817
H -2.63813 -1.17923 3.34236
```